The following is a DFT calculation (ωB97M-V with the def2-TZVPD basis set) of C30H44MnN2O6P2 as an isolated structure at a distorted geometry.

Calculated values
- Orbital gap (spin up / spin down): 6.7 / 6.7 eV
- Energy relative to the best compared isomer or geometry (same formula, charge and spin): 0.00 kJ/mol
- <S²>: 6.1269
- Highest occupied orbital energy (spin up / spin down): -0.4098 / -0.4096 Ha
- Maximum force: 3.1 eV Å⁻¹

ORCA input file:
```
! RIJCOSX wB97M-V def2-TZVPD def2/J DEFGRID3
* xyz 1 5
Mn -1.02 0.30 0.14
C -2.34 1.03 1.70
C -2.90 1.31 0.40
C -2.78 -1.00 0.66
C -2.23 -0.41 1.84
C -3.18 0.05 -0.24
C -2.01 2.02 2.75
H -1.73 3.00 2.32
H -1.18 1.68 3.39
H -2.87 2.19 3.43
C -1.72 -1.14 3.02
H -1.20 -0.46 3.72
H -1.00 -1.91 2.70
H -2.53 -1.64 3.57
C -2.99 -2.45 0.43
H -3.74 -2.88 1.12
H -2.05 -2.99 0.59
H -3.33 -2.66 -0.59
C -3.86 -0.15 -1.54
H -4.95 -0.27 -1.40
H -3.50 -1.05 -2.05
H -3.72 0.71 -2.21
C -3.27 2.64 -0.13
H -4.31 2.90 0.13
H -3.19 2.67 -1.23
H -2.62 3.44 0.28
C 4.02 3.38 -1.26
C 3.33 4.52 -1.05
C 2.95 5.49 -2.12
C 2.69 4.90 -3.54
C 1.99 3.56 -3.61
C 2.64 2.39 -3.72
C 4.13 2.25 -3.60
C 4.82 3.12 -2.52
H 3.72 6.28 -2.24
H 3.64 4.87 -4.08
H 2.04 6.02 -1.79
H 5.13 4.07 -2.98
H 4.17 2.65 -0.46
H 3.14 4.87 -0.03
H 5.75 2.60 -2.23
H 4.36 1.19 -3.40
H 2.14 1.48 -4.04
H 4.62 2.48 -4.56
H 2.05 5.63 -4.06
H 0.90 3.62 -3.71
P 0.98 1.15 0.51
C 2.26 0.71 1.68
C 0.81 2.96 0.42
P 0.00 -0.05 -1.80
C 1.58 0.66 -1.16
C -0.55 1.00 -3.17
C 0.34 -1.73 -2.33
H 2.24 -0.38 1.85
H 2.07 1.24 2.62
H 3.24 1.01 1.27
H 1.64 3.39 -0.16
H 0.85 3.36 1.44
H -0.14 3.26 -0.04
H 1.32 -1.76 -2.82
H -0.45 -2.04 -3.02
H 0.35 -2.40 -1.44
H 2.36 -0.11 -1.10
H 1.93 1.52 -1.74
H -1.16 0.38 -3.84
H 0.30 1.42 -3.71
H -1.17 1.82 -2.79
O 1.92 -3.22 1.82
C 0.77 -3.45 1.41
O 0.09 -2.82 0.54
C 0.01 -4.60 2.10
C 0.27 -4.90 3.44
C -0.61 -5.72 4.18
C -1.70 -6.35 3.56
C -1.93 -6.08 2.21
C -1.05 -5.27 1.46
N -3.22 -6.39 1.61
O -4.04 -7.07 2.26
O -3.46 -5.92 0.48
N -0.49 -5.77 5.61
O 0.43 -5.14 6.16
O -1.34 -6.45 6.25
H 1.14 -4.46 3.93
H -2.39 -6.98 4.13
H -1.22 -5.14 0.39
*
```

---

The following is a DFT calculation (ωB97M-V with the def2-TZVPD basis set) of C30H44N5OPRu as an isolated structure at a distorted geometry.

Calculated values
- Orbital gap (spin up / spin down): 7.0 / 7.6 eV
- Energy relative to the best compared isomer or geometry (same formula, charge and spin): 249.57 kJ/mol
- <S²>: 0.8496
- Highest occupied orbital energy (spin up / spin down): -0.3711 / -0.3762 Ha
- Maximum force: 3.0 eV Å⁻¹

ORCA input file:
```
! RIJCOSX wB97M-V def2-TZVPD def2/J DEFGRID3
* xyz 1 2
Ru 0.79 0.96 0.85
N 3.14 1.32 0.17
C 3.57 2.63 -0.30
C 2.84 3.71 0.50
N 1.41 3.44 0.43
H 3.58 1.08 1.06
H 3.35 0.60 -0.51
H 3.30 2.72 -1.35
H 4.66 2.77 -0.20
H 3.11 4.69 0.10
H 3.15 3.66 1.55
H 1.07 3.51 -0.52
H 0.88 4.08 1.01
N -0.83 1.59 -0.26
P -1.84 0.95 -1.27
C -2.93 -0.26 -0.46
C -3.00 -0.22 0.93
C -3.84 -1.08 1.61
C -4.59 -2.01 0.90
C -4.50 -2.08 -0.48
C -3.67 -1.20 -1.16
C -0.92 0.05 -2.56
C 0.08 -0.77 -2.05
C 0.92 -1.45 -2.91
C 0.77 -1.30 -4.28
C -0.21 -0.46 -4.79
C -1.07 0.21 -3.93
C -2.90 2.18 -2.10
C -4.29 2.11 -2.09
C -5.02 3.13 -2.65
C -4.39 4.24 -3.19
C -3.01 4.31 -3.20
C -2.26 3.28 -2.66
H -2.40 0.51 1.46
H -3.91 -1.04 2.69
H -5.25 -2.68 1.43
H -5.07 -2.80 -1.04
H -3.60 -1.24 -2.24
H 0.19 -0.83 -0.96
H 1.71 -2.08 -2.52
H 1.43 -1.82 -4.95
H -0.29 -0.32 -5.85
H -1.83 0.88 -4.32
H -4.78 1.26 -1.64
H -6.10 3.08 -2.65
H -4.98 5.05 -3.60
H -2.51 5.17 -3.62
H -1.18 3.31 -2.65
C 4.18 -2.49 -0.45
N 2.95 -3.12 -0.02
C 2.89 -4.56 -0.15
C 1.45 -4.99 -0.35
C 0.63 -4.43 0.80
N 0.82 -3.00 0.91
C -0.25 -2.28 1.56
C 1.96 -2.38 0.52
O 2.10 -1.14 0.64
H 4.46 -2.85 -1.44
H 4.99 -2.70 0.25
H 4.01 -1.42 -0.50
H 3.31 -5.05 0.74
H 3.50 -4.86 -1.01
H 1.37 -6.07 -0.39
H 1.07 -4.57 -1.29
H 0.92 -4.92 1.74
H -0.43 -4.62 0.63
H -1.20 -2.52 1.09
H -0.09 -1.19 1.47
H -0.30 -2.54 2.62
C 0.78 0.45 5.28
C 1.25 1.22 4.04
C 1.82 2.59 4.43
C 0.12 1.39 3.03
H 1.60 0.33 5.98
H 0.41 -0.53 4.99
H -0.02 0.99 5.78
H 2.06 0.62 3.59
H 1.08 3.15 5.00
H 2.07 3.15 3.54
H 2.71 2.48 5.05
H -0.31 2.39 3.04
H -0.67 0.64 3.18
*
```

---

The following is a DFT calculation (ωB97M-V with the def2-TZVPD basis set) of a 9-piece molecular cluster, C30H45Br17F5IO2 overall at a distorted geometry.

Calculated values
- Orbital gap: 9.0 eV
- Highest occupied orbital energy: -0.3247 Ha
- SMILES: O=C(I)O[C@](Br)(CCCC(F)(F)C(F)(F)F)Cc1ccccc1.BrCCBr.BrCCBr.BrCCBr.BrCCBr.BrCCBr.BrCCBr.BrCCBr.BrCCBr
- Maximum force: 2.8 eV Å⁻¹

ORCA input file:
```
! RIJCOSX wB97M-V def2-TZVPD def2/J DEFGRID3
* xyz 0 1
O -0.70 -2.22 3.34
C -1.47 -1.35 3.14
I -2.72 -0.68 4.80
O -1.66 -0.66 1.95
C -2.33 -1.43 0.93
Br -3.47 -0.09 -0.04
C -3.14 -2.66 1.44
C -4.10 -3.33 0.38
C -3.43 -4.38 -0.60
C -2.74 -5.59 0.10
F -1.42 -5.32 0.47
F -2.62 -6.58 -0.89
C -3.56 -6.26 1.26
F -3.50 -5.61 2.45
F -3.10 -7.53 1.49
F -4.89 -6.37 0.92
C -1.19 -1.83 -0.15
C 0.25 -1.42 0.29
C 1.12 -2.50 0.79
C 2.47 -2.25 1.27
C 2.98 -0.88 1.25
C 2.14 0.18 0.72
C 0.78 -0.05 0.23
H -2.44 -3.47 1.79
H -3.81 -2.31 2.28
H -4.86 -3.91 0.97
H -4.68 -2.61 -0.25
H -4.27 -4.82 -1.21
H -2.76 -3.88 -1.35
H -1.41 -1.36 -1.14
H -1.16 -2.93 -0.33
H 0.72 -3.54 0.81
H 3.05 -3.12 1.65
H 4.01 -0.71 1.64
H 2.52 1.22 0.69
H 0.11 0.74 -0.16
Br 6.01 0.73 1.67
C 5.82 0.83 -0.26
C 5.86 2.26 -0.75
Br 4.18 3.19 -0.41
H 4.89 0.31 -0.51
H 6.66 0.27 -0.66
H 5.98 2.29 -1.83
H 6.64 2.85 -0.28
Br -6.62 -4.72 -1.53
C -7.86 -6.22 -1.34
C -7.44 -7.39 -2.20
Br -7.87 -7.09 -4.07
H -8.85 -5.84 -1.59
H -7.82 -6.48 -0.29
H -7.99 -8.28 -1.91
H -6.37 -7.59 -2.15
Br 9.10 4.56 -1.41
C 7.71 5.65 -2.23
C 7.54 6.96 -1.52
Br 6.56 6.74 0.15
H 6.80 5.05 -2.25
H 8.05 5.81 -3.26
H 6.94 7.65 -2.11
H 8.49 7.44 -1.27
Br 7.55 3.82 2.65
C 6.79 4.11 4.42
C 5.29 4.14 4.37
Br 4.63 5.83 3.67
H 7.23 5.03 4.80
H 7.15 3.27 5.02
H 4.87 4.07 5.38
H 4.87 3.35 3.75
Br -9.96 -2.81 1.79
C -9.17 -1.43 0.66
C -7.67 -1.58 0.58
Br -6.80 -0.94 2.20
H -9.48 -0.47 1.07
H -9.62 -1.57 -0.32
H -7.27 -0.97 -0.23
H -7.35 -2.62 0.43
Br 5.21 9.39 -4.14
C 4.78 10.00 -2.33
C 3.71 9.15 -1.70
Br 1.95 9.61 -2.41
H 4.52 11.05 -2.41
H 5.72 9.91 -1.78
H 3.64 9.35 -0.63
H 3.85 8.09 -1.86
Br -9.31 -10.51 -5.28
C -11.08 -9.89 -5.79
C -11.32 -8.48 -5.32
Br -11.70 -8.42 -3.41
H -11.79 -10.60 -5.39
H -11.10 -9.94 -6.88
H -12.21 -8.06 -5.80
H -10.47 -7.82 -5.49
Br 11.44 7.95 1.07
C 10.69 8.23 2.85
C 9.19 8.27 2.81
Br 8.54 9.98 2.12
H 11.13 9.15 3.24
H 11.04 7.38 3.44
H 8.77 8.20 3.82
H 8.75 7.49 2.18
*
```

---

The following is a DFT calculation (ωB97M-V with the def2-TZVPD basis set) of C30H45F3N8O3RbSSi as an isolated structure.

Calculated values
- Orbital gap: 5.9 eV
- Energy relative to the best compared isomer or geometry (same formula, charge and spin): 47.20 kJ/mol
- Highest occupied orbital energy: -0.1449 Ha
- Maximum force: 0.7 eV Å⁻¹

ORCA input file:
```
! RIJCOSX wB97M-V def2-TZVPD def2/J DEFGRID3
* xyz -1 1
Rb -0.90 1.59 0.12
C -2.04 1.19 4.45
C -0.76 1.94 4.18
C -0.28 2.83 5.12
C 0.92 3.48 4.83
C 1.54 3.25 3.64
C 0.97 2.38 2.66
N -0.17 1.69 3.00
N 1.46 2.20 1.44
Si 2.38 3.30 0.53
C 2.24 2.84 -1.29
C 4.24 3.30 0.94
C 1.75 5.08 0.66
H -1.83 0.16 4.75
H -2.66 1.15 3.55
H -2.61 1.66 5.25
H -0.82 3.00 6.04
H 1.36 4.17 5.55
H 2.47 3.76 3.41
H 2.68 1.86 -1.47
H 2.78 3.56 -1.92
H 1.21 2.81 -1.68
H 4.66 2.30 0.79
H 4.40 3.58 1.98
H 4.79 3.99 0.30
H 0.76 5.18 0.20
H 2.43 5.76 0.12
H 1.68 5.43 1.69
C -1.94 -2.81 -4.98
N -1.31 -2.73 -3.68
C -0.10 -3.50 -3.55
C -1.64 -1.72 -2.78
N -0.82 -1.00 -2.11
C 0.51 -0.85 -2.53
C 0.78 -0.55 -3.85
C 2.09 -0.36 -4.31
C 3.14 -0.46 -3.45
C 2.92 -0.69 -2.07
C 4.01 -0.62 -1.17
C 3.79 -0.68 0.18
C 2.50 -0.89 0.68
C 1.43 -1.07 -0.16
N 0.17 -1.33 0.41
C 0.01 -2.33 1.19
N -1.12 -2.41 1.99
C -1.93 -1.21 2.07
C -1.91 -3.63 1.92
N 0.85 -3.44 1.34
C 1.20 -3.92 2.66
C 1.73 -3.90 0.29
C 1.59 -0.89 -1.58
N -3.00 -1.53 -2.63
C -3.42 -0.42 -1.79
C -3.87 -2.69 -2.50
H -1.26 -2.47 -5.76
H -2.84 -2.19 -5.00
H -2.23 -3.84 -5.21
H -0.31 -4.55 -3.76
H 0.27 -3.42 -2.53
H 0.70 -3.15 -4.22
H -0.05 -0.43 -4.53
H 2.26 -0.13 -5.35
H 4.16 -0.30 -3.78
H 5.00 -0.45 -1.57
H 4.61 -0.55 0.87
H 2.32 -0.90 1.75
H -1.31 -0.35 2.32
H -2.68 -1.35 2.85
H -2.46 -1.00 1.13
H -1.26 -4.49 1.75
H -2.64 -3.59 1.11
H -2.45 -3.77 2.86
H 0.52 -3.51 3.40
H 2.22 -3.63 2.93
H 1.14 -5.02 2.70
H 1.40 -3.53 -0.67
H 1.71 -5.00 0.27
H 2.77 -3.58 0.44
H -2.80 0.44 -1.98
H -3.33 -0.67 -0.73
H -4.46 -0.17 -2.00
H -3.46 -3.55 -3.03
H -4.86 -2.47 -2.91
H -4.00 -2.97 -1.45
F -2.26 5.59 0.91
C -3.03 4.50 0.98
F -2.47 3.64 1.85
F -4.21 4.88 1.50
S -3.24 3.67 -0.68
O -4.28 4.43 -1.34
O -1.91 3.77 -1.25
O -3.59 2.31 -0.30
*
```